Entry 1:
DFT (ωB97M-V/def2-TZVPD) results for C8H8N2 in the gas phase at a distorted geometry.

Geometry as ORCA input:
```
! wB97M-V def2-TZVPD RIJCOSX def2/J DEFGRID3
* xyz 0 1
C 0.274 0.728 2.702
C 0.080 1.452 1.519
N -0.060 0.787 0.329
C 0.392 1.293 -0.882
C 0.836 0.393 -1.705
C 0.399 -0.940 -1.196
C -1.094 -0.996 -0.901
C -0.157 -0.590 0.260
C -0.028 -1.293 1.565
N 0.219 -0.654 2.644
H 0.458 1.131 3.695
H 0.054 2.491 1.410
H 0.424 2.342 -1.141
H 1.348 0.652 -2.628
H 0.863 -1.921 -1.673
H -1.796 -0.350 -1.467
H -1.489 -1.938 -0.715
H -0.324 -2.354 1.772
*
```

Computed properties:
HOMO level in eV: -7.30
Kohn-Sham gap in eV: 8.03

Entry 2:
DFT (ωB97M-V/def2-TZVPD) results for 2 unconnected molecules or ions with the total composition C8H8N2O2 at a distorted geometry.

Geometry as ORCA input:
```
! wB97M-V def2-TZVPD RIJCOSX def2/J DEFGRID3
* xyz 0 1
C 1.549 2.664 0.749
C 1.813 1.633 0.173
C 2.063 0.296 -0.380
O 1.287 -0.240 -1.166
C 3.304 -0.388 0.078
C 3.558 -1.601 -0.420
H 1.333 3.613 1.188
H 4.005 0.146 0.740
H 4.438 -2.165 -0.136
H 2.815 -2.035 -1.086
O -2.777 -1.680 1.018
C -2.506 -0.424 0.453
C -3.540 0.565 0.013
N -3.236 1.093 -1.123
N -2.004 0.512 -1.644
C -1.790 -0.498 -0.858
H -3.205 -1.576 1.865
H -1.815 0.187 1.078
H -4.351 1.039 0.566
H -0.941 -1.142 -1.107
*
```

Computed properties:
HOMO level in eV: -9.81
Kohn-Sham gap in eV: 9.23